DFT (ωB97M-V/def2-TZVPD) results for C23H14Br3ClINO3W as an isolated structure.

Geometry as XYZ:
```
47
Properties=species:S:1:pos:R:3
W -0.291 0.011 -0.179
C -1.017 2.463 -2.491
C -0.562 3.024 -1.185
C -0.508 4.407 -0.972
C -0.064 4.926 0.221
C 0.354 4.060 1.247
C 0.893 4.437 2.510
Br 1.044 6.252 2.955
C 1.312 3.488 3.405
C 1.224 2.112 3.109
Br 1.818 0.846 4.341
C 0.706 1.724 1.897
O 0.583 0.453 1.461
C 0.265 2.688 0.980
N -0.195 2.176 -0.211
H -1.024 3.237 -3.253
H -2.029 2.060 -2.404
H -0.359 1.655 -2.820
H -0.813 5.062 -1.775
H -0.017 5.996 0.370
H 1.721 3.786 4.360
Cl -4.801 -5.136 -3.002
C -3.821 -3.802 -2.561
C -3.647 -2.741 -3.463
C -2.874 -1.641 -3.144
C -2.247 -1.586 -1.908
O -1.524 -0.507 -1.566
C -2.400 -2.654 -0.996
C -1.768 -2.625 0.261
O -0.961 -1.728 0.654
C -3.209 -3.761 -1.333
H -4.141 -2.789 -4.425
H -2.762 -0.821 -3.840
H -1.975 -3.424 0.975
H -3.339 -4.571 -0.627
Br 3.246 2.610 -0.477
C 4.343 1.459 -1.474
C 5.628 1.874 -1.802
C 6.468 1.044 -2.524
C 6.034 -0.211 -2.928
C 4.755 -0.635 -2.608
C 3.933 0.212 -1.885
I 2.019 -0.729 -1.555
H 5.961 2.852 -1.484
H 7.466 1.379 -2.768
H 6.683 -0.864 -3.493
H 4.418 -1.614 -2.924
```

Energy above the lowest of the compared OMol25 structures with the same formula, charge and spin   11.65 kJ/mol
Total energy   -264272.3347 eV
Multiplicity   3
Total charge   +2
E_HOMO (alpha / beta)   -13.9 / -14.0 eV
E_LUMO (alpha / beta)   -7.9354 / -7.8816 eV